Computed, not measured: an isolated molecule of C4H8Si in a non-equilibrium geometry, with ωB97M-V with the def2-TZVPD basis set.

```
! wB97M-V def2-TZVPD RIJCOSX def2/J DEFGRID3
* xyz 0 1
Si 1.29268 0.93693 -1.08164
C 0.72117 -0.33371 0.10209
C -0.35553 0.43152 -0.37643
C -1.82653 0.46186 -0.29368
C 0.80056 -1.29292 1.26981
H -2.15303 -0.57318 -0.09645
H 1.91031 -1.47586 1.42932
H 1.84252 2.30610 -0.77923
H 1.53603 0.60931 -2.80125
H -2.28036 1.24508 0.46529
H 0.42025 -2.45099 1.29177
H -2.24757 0.93668 -1.22998
H 0.33952 -0.80082 2.10039
*
```

## Properties
strongest force on any atom = 3.8 eV/A
energy relative to the best compared isomer or geometry (same formula, charge and spin) = 2.416 eV
SMILES = CC1=C(C)[SiH2]1
M = 84.194 g/mol